# 1
A gas-phase ion, C4H5O2S2 (charge -1), computed with ωB97M-V/def2-TZVPD.

```
! wB97M-V def2-TZVPD RIJCOSX def2/J DEFGRID3
* xyz -1 1
O -4.501 0.762 -0.984
S -4.249 -0.366 -0.038
O -4.068 0.021 1.434
C -2.447 -0.609 -0.338
C -1.409 0.230 -0.350
C 0.074 0.074 -0.586
C 0.664 -1.003 0.311
S -0.121 -2.665 0.087
H -1.538 1.325 -0.100
H 0.176 -0.126 -1.691
H 0.586 0.899 -0.233
H 1.721 -1.101 -0.003
H 0.657 -0.646 1.402
*
```

Calculated values
- HOMO-LUMO gap (spin up / spin down): 6.0 / 6.0 eV
- Energy above the lowest of the compared OMol25 structures with the same formula, charge and spin: 393.8 kJ/mol
- SMILES: O=S(=O)=C=CCC[S-]
- Energy: -29991.0408 eV

natural (NBO) atomic charge list, values in e, 8 entries: O -0.971; S 1.483; O -0.965; C 0.022; C -0.377; C -0.428; C -0.522; S -0.329

# 2
C3H6N2S2 in the gas phase, computed with ωB97M-V/def2-TZVPD.

```
! wB97M-V def2-TZVPD RIJCOSX def2/J DEFGRID3
* xyz 0 1
C -0.399 0.966 -0.676
C -1.212 -0.004 -0.372
C -2.263 -0.972 -0.382
N 0.908 1.173 -0.781
N 2.359 0.719 1.291
S 1.472 -1.690 -0.021
S 2.073 0.168 -0.343
H -0.958 1.897 -0.841
H -2.324 -1.522 -1.325
H -3.219 -0.474 -0.201
H -2.124 -1.675 0.443
H 2.628 -0.036 1.911
H 3.057 1.450 1.297
*
```

Calculated values
- HOMO-LUMO gap (spin up / spin down): 6.9 / 6.9 eV
- Energy above the lowest of the compared OMol25 structures with the same formula, charge and spin: 457.6 kJ/mol
- Energy: -27854.3537 eV

natural (NBO) atomic charge list, values in e, 8 entries: C -0.099; C 0.335; C -0.748; N -0.850; N -1.025; S -0.529; S 1.067; H 0.287

# 3
A molecular structure, C23H19CrF3N8S3, computed with ωB97M-V/def2-TZVPD.

```
! wB97M-V def2-TZVPD RIJCOSX def2/J DEFGRID3
* xyz 1 2
Cr -0.188 -0.591 0.394
C 0.631 2.283 -2.853
C 0.625 1.225 -1.802
N -0.316 1.031 -0.946
N -1.386 1.905 -1.016
C -2.294 1.603 -0.126
N -3.405 2.357 -0.101
S -2.209 0.267 1.009
C 1.780 0.313 -1.668
C 2.882 0.384 -2.504
C 3.934 -0.494 -2.299
C 3.837 -1.418 -1.273
C 2.693 -1.438 -0.497
N 1.684 -0.586 -0.680
H -0.255 2.901 -2.781
H 0.669 1.826 -3.845
H 1.521 2.906 -2.749
H -3.523 3.087 -0.782
H -4.160 2.130 0.519
H 2.915 1.118 -3.295
H 4.809 -0.459 -2.934
H 4.628 -2.128 -1.076
H 2.575 -2.171 0.289
N -1.353 -2.531 -2.228
C -1.141 -2.828 -0.931
N 0.033 -2.648 -0.376
C -0.046 -3.003 1.030
C -1.429 -3.284 1.511
S -2.463 -3.371 0.065
C 1.508 -1.429 2.505
C 2.594 -1.334 3.289
S 3.199 0.291 3.259
C 1.940 0.743 2.177
N 1.141 -0.246 1.874
N 1.826 1.979 1.635
H -0.540 -2.446 -2.816
H -2.216 -2.797 -2.670
H -1.628 -4.056 2.245
H 3.045 -2.089 3.910
H 2.301 2.748 2.077
H 0.936 2.199 1.212
F 2.392 -6.725 6.814
C 1.096 -6.431 6.599
F 0.478 -7.585 6.289
F 0.581 -5.997 7.760
C 0.943 -5.414 5.499
C 1.566 -5.648 4.279
C 1.422 -4.733 3.249
C 0.661 -3.585 3.437
C 0.034 -3.363 4.654
C 0.172 -4.279 5.688
C 0.542 -2.551 2.350
C -0.797 -1.967 1.901
H 2.158 -6.543 4.138
H 1.888 -4.915 2.288
H -0.570 -2.473 4.788
H -0.318 -4.110 6.636
*
```

Calculated values
- HOMO-LUMO gap (spin up / spin down): 7.3 / 7.5 eV
- Energy: -105153.6116 eV

natural (NBO) atomic charge list, values in e, 8 entries: Cr 0.749; C -0.689; C 0.281; N -0.286; N -0.436; C 0.292; N -0.767; S -0.033

# 4
2 unconnected molecules or ions with the total composition C6H4BrNO3, computed with ωB97M-V/def2-TZVPD.

```
! wB97M-V def2-TZVPD RIJCOSX def2/J DEFGRID3
* xyz 0 1
O -2.116 -3.068 0.387
N -1.272 -2.219 0.320
C -0.525 -1.376 0.009
C 0.567 -0.485 -0.053
C 1.171 0.201 -1.145
C 2.168 0.939 -0.593
C 2.144 0.724 0.794
O 1.183 -0.147 1.146
H 0.691 0.345 -2.084
H 2.908 1.515 -1.077
H 2.798 1.000 1.595
O -2.399 0.296 -1.139
C -2.476 0.378 0.049
Br -1.772 1.943 0.948
H -3.072 -0.046 0.842
*
```

Calculated values
- HOMO-LUMO gap: 8.6 eV
- SMILES: [O-][N+]#Cc1ccco1.O=CBr
- Energy: -83957.1933 eV

natural (NBO) atomic charge list, values in e, 8 entries: O -0.396; N 0.217; C 0.144; C 0.145; C -0.234; C -0.316; C 0.129; O -0.368

# 5
15 unconnected molecules or ions with the total composition C54H145N11O15, computed with ωB97M-V/def2-TZVPD.

```
! wB97M-V def2-TZVPD RIJCOSX def2/J DEFGRID3
* xyz 0 1
C 9.593 -8.141 10.423
C 10.587 -7.403 9.573
C 9.904 -6.446 8.593
O 9.157 -7.069 7.599
C 9.879 -7.417 6.444
N 11.678 -6.744 10.373
H 8.908 -7.448 10.910
H 10.094 -8.688 11.221
H 9.032 -8.796 9.756
H 11.163 -8.129 9.000
H 10.567 -5.745 8.086
H 9.129 -5.833 9.053
H 10.724 -8.070 6.660
H 10.112 -6.427 6.052
H 9.172 -7.892 5.764
H 12.438 -6.524 9.746
H 12.107 -7.345 11.062
C 3.258 -2.325 -0.287
C 4.548 -2.395 -1.044
C 5.112 -0.942 -1.325
O 4.379 -0.179 -2.245
C 4.431 -0.686 -3.633
N 5.558 -2.968 -0.234
H 2.848 -3.294 -0.002
H 2.529 -1.952 -1.007
H 3.293 -1.587 0.514
H 4.428 -2.854 -2.026
H 6.175 -0.883 -1.559
H 5.057 -0.393 -0.385
H 4.710 0.168 -4.250
H 3.504 -1.115 -4.013
H 5.227 -1.412 -3.800
H 5.105 -3.630 0.381
H 6.109 -3.526 -0.870
C 10.363 -5.790 0.864
C 10.988 -7.044 1.524
C 12.458 -7.300 1.415
O 12.835 -7.193 -0.025
C 14.157 -7.593 -0.384
N 10.505 -7.038 2.886
H 10.306 -5.881 -0.221
H 11.000 -4.954 1.151
H 9.334 -5.536 1.118
H 10.570 -7.930 1.046
H 12.482 -8.324 1.790
H 13.053 -6.607 2.009
H 14.905 -6.887 -0.023
H 14.334 -7.461 -1.451
H 14.356 -8.636 -0.138
H 10.928 -7.631 3.585
H 10.640 -6.114 3.271
C 4.868 -9.283 2.383
C 6.210 -9.914 2.244
C 6.971 -9.632 0.916
O 7.981 -10.647 0.844
C 8.834 -10.483 -0.302
N 6.905 -9.457 3.431
H 4.358 -9.352 1.422
H 4.875 -8.207 2.558
H 4.303 -9.776 3.174
H 6.059 -10.994 2.251
H 7.406 -8.633 0.931
H 6.330 -9.663 0.036
H 9.284 -11.475 -0.333
H 9.552 -9.766 0.098
H 8.261 -10.349 -1.219
H 7.816 -9.890 3.390
H 6.483 -9.947 4.207
C 14.640 -5.581 5.737
C 13.624 -6.484 6.490
C 13.545 -7.948 6.070
O 12.561 -8.274 5.117
C 12.738 -9.581 4.553
N 13.949 -6.323 7.954
H 15.655 -5.979 5.765
H 14.686 -4.556 6.103
H 14.336 -5.758 4.705
H 12.595 -6.179 6.298
H 13.287 -8.495 6.977
H 14.552 -8.304 5.854
H 13.780 -9.673 4.246
H 12.096 -9.669 3.677
H 12.442 -10.386 5.225
H 14.839 -6.735 8.198
H 13.895 -5.345 8.200
C 5.791 -3.579 4.182
C 4.959 -4.933 4.350
C 4.288 -5.440 3.082
O 3.620 -4.447 2.378
C 2.331 -4.084 2.832
N 5.785 -5.884 5.071
H 6.362 -3.295 5.066
H 5.148 -2.754 3.875
H 6.626 -3.524 3.483
H 4.139 -4.702 5.030
H 3.497 -6.115 3.410
H 4.947 -5.997 2.416
H 2.293 -4.099 3.922
H 1.518 -4.782 2.628
H 2.126 -3.056 2.535
H 6.583 -6.079 4.484
H 6.184 -5.380 5.850
C 0.932 -6.232 -1.295
C 0.338 -7.692 -1.184
C 0.263 -8.217 0.310
O 1.565 -8.211 0.895
C 1.515 -8.309 2.275
N -1.029 -7.502 -1.691
H 1.901 -6.365 -0.813
H 0.374 -5.542 -0.662
H 1.060 -5.843 -2.305
H 0.909 -8.331 -1.858
H -0.066 -9.253 0.235
H -0.407 -7.612 0.922
H 0.760 -7.665 2.727
H 2.434 -7.936 2.727
H 1.333 -9.336 2.591
H -1.693 -8.166 -1.320
H -1.129 -7.676 -2.681
C 11.645 -1.707 7.517
C 11.257 -2.120 6.125
C 10.938 -3.639 5.771
O 10.748 -3.884 4.408
C 9.367 -4.177 4.078
N 10.067 -1.265 5.844
H 10.876 -2.022 8.222
H 11.886 -0.647 7.599
H 12.593 -2.184 7.763
H 12.054 -1.831 5.440
H 10.144 -3.990 6.431
H 11.764 -4.232 6.163
H 9.059 -5.148 4.465
H 9.263 -4.063 2.999
H 8.649 -3.477 4.505
H 10.381 -0.306 5.830
H 9.798 -1.566 4.918
C 5.502 -12.303 6.140
C 6.121 -11.166 7.004
C 7.666 -11.206 6.949
O 8.264 -12.221 7.839
C 9.632 -12.533 7.656
N 5.656 -9.986 6.374
H 5.692 -12.140 5.079
H 4.416 -12.268 6.222
H 5.947 -13.288 6.282
H 5.821 -11.267 8.047
H 8.065 -10.215 7.168
H 7.941 -11.469 5.927
H 9.844 -13.140 6.776
H 10.023 -13.141 8.471
H 10.217 -11.615 7.715
H 6.038 -9.148 6.791
H 4.669 -9.939 6.583
O 7.590 -6.913 2.913
H 7.271 -7.815 2.949
H 8.533 -6.986 3.057
O 6.428 -7.799 7.565
H 7.381 -7.713 7.597
H 6.156 -7.189 6.879
O 3.990 -7.951 5.471
H 4.700 -8.568 5.291
H 4.409 -7.091 5.453
O 7.385 -4.767 6.880
H 8.052 -5.257 7.361
H 7.618 -3.849 7.014
C 11.983 -13.343 3.751
C 11.490 -13.104 2.293
C 12.120 -14.339 1.463
C 11.439 -15.659 1.633
C 9.955 -15.405 1.377
C 9.222 -14.350 2.214
N 9.980 -13.104 2.125
O 9.362 -11.957 2.701
C 7.813 -14.086 1.636
C 9.118 -14.960 3.693
C 12.082 -11.796 1.733
H 12.149 -14.389 4.010
H 11.197 -13.202 4.492
H 12.815 -12.711 4.063
H 12.223 -14.100 0.405
H 13.154 -14.397 1.803
H 11.535 -16.038 2.650
H 11.697 -16.412 0.888
H 9.566 -16.416 1.258
H 9.872 -15.118 0.329
H 7.210 -13.645 2.430
H 7.830 -13.423 0.771
H 7.381 -15.044 1.347
H 8.426 -15.801 3.638
H 10.060 -15.218 4.176
H 8.680 -14.216 4.358
H 13.124 -11.604 1.992
H 11.500 -10.974 2.148
H 12.014 -11.748 0.647
H 9.008 -11.451 1.966
C 7.888 -6.204 -4.264
C 7.249 -5.223 -3.239
C 6.069 -4.625 -4.039
C 4.829 -5.494 -4.144
C 4.483 -6.061 -2.781
C 5.588 -6.690 -1.969
N 6.793 -5.863 -1.939
O 7.792 -6.421 -1.040
C 4.985 -6.766 -0.481
C 5.696 -8.105 -2.542
C 8.309 -4.171 -2.900
H 7.171 -6.766 -4.863
H 8.434 -6.976 -3.723
H 8.486 -5.720 -5.036
H 5.862 -3.600 -3.730
H 6.466 -4.442 -5.037
H 4.959 -6.264 -4.904
H 4.069 -4.779 -4.460
H 3.547 -6.611 -2.684
H 4.209 -5.190 -2.186
H 4.681 -5.819 -0.035
H 4.053 -7.311 -0.330
H 5.761 -7.173 0.168
H 5.885 -8.033 -3.613
H 6.560 -8.679 -2.208
H 4.829 -8.707 -2.269
H 9.164 -4.597 -2.375
H 7.868 -3.493 -2.169
H 8.778 -3.484 -3.603
H 7.501 -6.043 -0.207
*
```

Calculated values
- HOMO-LUMO gap: 8.5 eV
- Energy: -105442.7918 eV

Löwdin atomic charge list, values in e, 8 entries: C -0.047; C -0.408; C -0.194; O -0.260; C -0.052; N 0.035; H 0.087; H 0.080

# 6
C12H15FN2 in the gas phase, computed with ωB97M-V/def2-TZVPD.

```
! wB97M-V def2-TZVPD RIJCOSX def2/J DEFGRID3
* xyz 0 1
C 2.399 -1.250 -3.181
C 1.117 -0.787 -3.530
C 2.833 -1.123 -1.884
C 0.327 -0.151 -2.484
C 2.092 -0.510 -0.890
C 0.793 0.006 -1.212
C -1.227 0.974 -0.148
C -0.027 0.340 -0.078
C -0.457 0.631 2.203
C 0.129 1.989 2.553
C -3.262 0.663 1.110
C 0.214 -1.544 1.242
N -1.951 1.246 0.961
N 0.219 -0.060 1.270
F -1.070 -0.021 3.182
H 3.018 -1.815 -3.832
H 0.592 -0.837 -4.482
H 3.779 -1.346 -1.548
H -0.766 0.093 -2.833
H 2.526 -0.203 0.042
H -1.728 1.128 -1.213
H -0.469 2.867 2.699
H 0.626 2.213 1.556
H 0.827 1.864 3.440
H -3.262 -0.458 1.291
H -3.910 1.142 1.861
H -3.962 0.740 0.227
H -0.800 -1.990 1.067
H 0.835 -1.858 0.395
H 0.567 -1.941 2.212
*
```

Calculated values
- HOMO-LUMO gap: 8.1 eV
- Energy above the lowest of the compared OMol25 structures with the same formula, charge and spin: 277.4 kJ/mol
- Energy: -18381.4316 eV

natural (NBO) atomic charge list, values in e, 8 entries: C -0.237; C -0.191; C -0.209; C -0.194; C -0.215; C -0.073; C 0.042; C -0.012

# 7
A molecular structure, C22H14Cl5N2O7Re, computed with ωB97M-V/def2-TZVPD.

```
! wB97M-V def2-TZVPD RIJCOSX def2/J DEFGRID3
* xyz -1 2
Re 0.033 -0.031 -0.313
Cl -0.974 1.099 2.290
C -1.773 1.948 0.987
C -1.459 1.473 -0.293
C -2.148 2.151 -1.312
Cl -1.943 1.609 -2.955
C -3.016 3.217 -1.085
Cl -3.815 4.012 -2.398
C -3.253 3.658 0.216
Cl -4.315 4.986 0.520
C -2.624 3.003 1.272
Cl -2.905 3.508 2.902
O 3.940 -1.436 0.290
C 2.874 -0.846 0.186
O 1.737 -1.338 -0.138
C 2.849 0.655 0.449
C 3.994 1.338 0.815
C 3.926 2.706 1.014
C 2.707 3.344 0.838
C 1.604 2.595 0.477
N 1.668 1.273 0.284
H 4.906 0.768 0.923
H 4.808 3.268 1.295
H 2.602 4.411 0.980
H 0.634 3.051 0.330
C -2.378 -2.606 1.763
O -1.417 -1.759 1.153
C -1.415 -1.642 -0.257
C -2.817 -1.410 -0.800
H -2.456 -3.559 1.238
H -3.362 -2.127 1.807
H -2.030 -2.789 2.779
H -3.463 -2.284 -0.667
H -2.777 -1.166 -1.862
H -3.258 -0.556 -0.283
O -0.943 -4.789 -2.041
C -0.945 -3.592 -1.844
O -1.090 -3.090 -0.642
C -0.748 -2.643 -2.988
C -1.514 -2.728 -4.139
C -1.300 -1.847 -5.196
C -0.337 -0.857 -5.092
C 0.397 -0.791 -3.923
C 0.240 -1.679 -2.879
N 1.293 0.335 -3.692
O 1.753 0.934 -4.641
O 1.500 0.633 -2.523
H -2.280 -3.490 -4.207
H -1.903 -1.918 -6.092
H -0.171 -0.128 -5.872
H 0.913 -1.673 -2.029
*
```

Calculated values
- HOMO-LUMO gap (spin up / spin down): 5.8 / 5.5 eV
- Energy above the lowest of the compared OMol25 structures with the same formula, charge and spin: 155.7 kJ/mol
- Energy: -105093.4170 eV

natural (NBO) atomic charge list, values in e, 8 entries: Re 0.925; Cl 0.054; C 0.000; C -0.407; C 0.022; Cl -0.017; C -0.120; Cl 0.022

# 8
A gas-phase ion, C3H10NO2 (charge +1), computed with ωB97M-V/def2-TZVPD.

```
! wB97M-V def2-TZVPD RIJCOSX def2/J DEFGRID3
* xyz 1 1
N -1.137 0.004 0.685
C -0.101 -0.106 -0.470
C 0.886 -1.028 0.061
O 0.249 -2.380 0.386
C 0.608 1.280 -0.522
O -0.474 2.137 -0.362
H -0.850 0.814 1.126
H -1.146 -1.008 1.118
H -2.100 0.344 0.383
H -0.679 -0.391 -1.516
H 1.326 -0.548 0.974
H 1.796 -1.179 -0.513
H 1.004 -3.016 0.548
H 0.991 1.448 -1.517
H 1.260 1.519 0.311
H -0.201 3.054 -0.311
*
```

Calculated values
- HOMO-LUMO gap: 11.9 eV
- Energy above the lowest of the compared OMol25 structures with the same formula, charge and spin: 220.2 kJ/mol
- SMILES: [NH3+]C(CO)CO
- Energy: -8850.0587 eV

natural (NBO) atomic charge list, values in e, 8 entries: N -0.725; C -0.078; C -0.129; O -0.750; C -0.092; O -0.750; H 0.445; H 0.495